1.
{
  "formula": "C4H4N2",
  "method": "ωB97M-V with the def2-TZVPD basis set",
  "smiles": "C=C=C=NN=C",
  "total_energy_ev": -7186.1936,
  "orbital_gap_ev": [8.45, 8.45],
  "relative_energy_kcal_mol": 149.8,
  "multiplicity": 1,
  "total_charge": 0,
  "species": ["C", "C", "C", "N", "N", "C", "H", "H", "H", "H"],
  "coordinates": [[0.0647, 1.2126, -0.3657], [-1.1393, 1.4070, 0.1890], [-2.3242, 0.9490, 0.3057], [-2.8532, -0.1283, -0.1848], [-1.9850, -1.1848, -0.2376], [-0.8356, -1.0730, 0.2256], [0.3726, 1.9711, -1.0649], [0.8816, 0.6021, 0.1431], [-0.1163, -1.7929, -0.1614], [-0.4588, -0.4336, 0.9923]],
  "lowdin_charge": [0.01, -0.11, -0.11, 0.02, -0.02, -0.09, 0.06, 0.09, 0.09, 0.06]
}

2.
{
  "formula": "C4H4N2",
  "method": "ωB97M-V with the def2-TZVPD basis set",
  "smiles": "[H]/N=C1\\C=CC=N1",
  "total_energy_ev": -7191.1411,
  "orbital_gap_ev": 9.37,
  "relative_energy_kcal_mol": 35.7,
  "multiplicity": 1,
  "total_charge": 0,
  "species": ["H", "N", "C", "C", "C", "C", "N", "H", "H", "H"],
  "coordinates": [[2.7437, 0.5413, 0.0665], [2.1974, -0.3872, 0.0596], [0.9498, -0.2884, -0.1017], [0.0191, 0.9204, -0.1012], [-1.2162, 0.4899, 0.0355], [-1.1113, -0.9750, -0.0447], [0.0891, -1.4219, -0.0649], [0.5363, 1.8502, -0.1367], [-2.1905, 0.9405, 0.1891], [-2.0173, -1.6697, 0.0986]],
  "lowdin_charge": [0.09, 0.17, -0.44, -0.03, -0.07, -0.15, 0.08, 0.09, 0.10, 0.14]
}

3.
{
  "formula": "C4H4N2",
  "method": "ωB97M-V with the def2-TZVPD basis set",
  "total_energy_ev": -7185.9011,
  "orbital_gap_ev": [5.63, 9.22],
  "relative_energy_kcal_mol": 56.6,
  "multiplicity": 3,
  "total_charge": 0,
  "species": ["C", "C", "C", "C", "N", "N", "H", "H", "H", "H"],
  "coordinates": [[1.5368, 0.1077, -0.9460], [-0.9623, -0.0984, 0.0961], [-0.0048, -0.4343, 1.0454], [0.7166, 0.4908, 0.0952], [2.1881, -0.4098, -1.7393], [-1.9506, -0.0887, -0.5682], [-0.3002, 0.0066, 1.9390], [0.1435, -1.4888, 1.0187], [0.6603, 1.4532, 0.4792], [-2.0272, 0.4618, -1.4201]],
  "lowdin_spin": [0.07, 0.44, 0.17, 0.39, 0.21, 0.57, 0.03, 0.04, 0.02, 0.05]
}